This record from the Open Molecules 2025 dataset describes a cluster of 12 separate species, C48H78BFN12 in total in a non-equilibrium geometry. The level of theory is ωB97M-V/def2-TZVPD.

Its gap between HOMO and LUMO is 6.8 eV. The HOMO energy is -6.52 eV. The max |F| is 17.9 eV Å⁻¹. Its LUMO energy is 0.283 eV.

Last columns: bonded neighbours and bond lengths (Å).
Atoms and positions in Å:
1 C 3.4809 3.7839 1.2408  C2 1.620, H27 1.172, H28 1.172, H29 1.160
2 C 3.7000 2.2157 0.8985  C1 1.620, C3 1.646, H30 1.171, H31 1.157
3 C 3.7684 1.9093 -0.7176  C2 1.646, C4 1.652, H32 1.165, H33 1.152
4 C 2.2856 2.2758 -1.3463  C3 1.652, C5 1.617, H34 1.169, H35 1.151
5 C 1.7036 1.0219 -2.1862  C4 1.617, C6 1.619, H36 1.172, H37 1.172
6 C 0.1456 1.1377 -2.6114  C5 1.619, C7 1.618, H38 1.167, H39 1.173
7 C -0.7795 2.0105 -1.6119  C6 1.618, C8 1.616, H40 1.169, H41 1.170
8 C -2.3622 1.6965 -1.6989  C7 1.616, C9 1.620, H42 1.171, H43 1.161
9 C -3.2850 2.6285 -0.7481  C8 1.620, C10 1.636, H44 1.165, H45 1.168
10 C -2.5855 3.0323 0.6748  C9 1.636, C11 1.645, H46 1.171, H47 1.153
11 C -2.5756 1.7498 1.7047  C10 1.645, C12 1.624, H48 1.161, H49 1.170
12 C -1.0843 1.3452 2.2045  C11 1.624, C13 1.648, H50 1.175, H51 1.161
13 C -0.7778 -0.2617 2.0061  C12 1.648, C14 1.614, H52 1.152, H53 1.170
14 C 0.7804 -0.3751 1.5995  C13 1.614, B15 1.626, H54 1.168, H55 1.174
15 B 1.3591 -1.8895 1.4701  C14 1.626, C16 1.631, C24 1.661
16 C 0.6624 -3.2633 2.0069  B15 1.631, C17 1.650, H56 1.160, H57 1.174
17 C -0.0094 -4.1635 0.7986  C16 1.650, C18 1.617, H58 1.172, H59 1.169
18 C -1.4799 -3.6225 0.3993  C17 1.617, C19 1.595, C23 1.587
19 C -1.9556 -3.5351 -1.1207  C18 1.595, C20 1.598, H60 1.155
20 C -3.4086 -2.9444 -1.4242  C19 1.598, C21 1.583, H61 1.162
21 C -4.3912 -2.4481 -0.2864  C20 1.583, C22 1.596, H62 1.157
22 C -3.9205 -2.5872 1.2326  C21 1.596, C23 1.594, H63 1.161
23 C -2.4719 -3.1701 1.5526  C18 1.587, C22 1.594, H64 1.169
24 C 2.8451 -2.0418 0.7445  B15 1.661, C25 1.648, F26 1.470, H65 1.156
25 C 3.9227 -1.6959 1.9430  C24 1.648, H66 1.152, H67 1.171, H68 1.153
26 F 3.1057 -3.4077 0.2664  C24 1.470
27 H 3.0666 3.9015 2.3307  C1 1.172
28 H 2.6427 4.2355 0.5568  C1 1.172
29 H 4.4132 4.4481 1.0540  C1 1.160
30 H 2.8248 1.5771 1.3440  C2 1.171
31 H 4.6517 1.8707 1.4584  C2 1.157
32 H 3.9589 0.7646 -0.8242  C3 1.165
33 H 4.6231 2.5025 -1.2121  C3 1.152
34 H 2.4975 3.1384 -2.1065  C4 1.169
35 H 1.6462 2.6035 -0.4469  C4 1.151
36 H 2.3137 0.9884 -3.1858  C5 1.172
37 H 1.9553 0.0068 -1.6574  C5 1.172
38 H -0.0051 1.5006 -3.7098  C6 1.167
39 H -0.2842 0.0466 -2.5890  C6 1.173
40 H -0.5772 3.1379 -1.8441  C7 1.169
41 H -0.3956 1.8342 -0.5211  C7 1.170
42 H -2.6878 1.9045 -2.8041  C8 1.171
43 H -2.5134 0.5658 -1.4812  C8 1.161
44 H -3.6835 3.5926 -1.2671  C9 1.165
45 H -4.2365 2.0104 -0.4706  C9 1.168
46 H -3.2809 3.8570 1.1309  C10 1.171
47 H -1.5490 3.5236 0.5622  C10 1.153
48 H -3.1346 0.8914 1.1593  C11 1.161
49 H -3.1827 2.1129 2.6366  C11 1.170
50 H -1.0389 1.5928 3.3527  C12 1.175
51 H -0.2602 1.9667 1.6722  C12 1.161
52 H -1.0653 -0.8052 2.9805  C13 1.152
53 H -1.4622 -0.5968 1.1183  C13 1.170
54 H 0.9057 0.1943 0.5874  C14 1.168
55 H 1.4314 0.2088 2.3823  C14 1.174
56 H -0.0553 -3.1285 2.9079  C16 1.160
57 H 1.5374 -3.9332 2.4114  C16 1.174
58 H -0.0864 -5.2805 1.1436  C17 1.172
59 H 0.6702 -4.1854 -0.1517  C17 1.169
60 H -1.2796 -3.8856 -1.9892  C19 1.155
61 H -3.7758 -2.8558 -2.5227  C20 1.162
62 H -5.4411 -1.9897 -0.4513  C21 1.157
63 H -4.5881 -2.2435 2.1180  C22 1.161
64 H -2.1934 -3.2228 2.6862  C23 1.169
65 H 2.9737 -1.2379 -0.0756  C24 1.156
66 H 4.9584 -2.1356 1.6981  C25 1.152
67 H 3.5064 -2.1267 2.9491  C25 1.171
68 H 3.9993 -0.5513 2.0600  C25 1.153
69 C 3.4270 7.9229 1.5757  C70 1.506, H72 1.092, H73 1.091, H74 1.092
70 C 2.1549 7.3202 1.0403  C69 1.506, N71 1.203
71 N 1.1388 6.8381 0.6122  C70 1.203
72 H 4.2782 7.5836 0.9810  C69 1.092
73 H 3.3709 9.0112 1.5279  C69 1.091
74 H 3.5747 7.6189 2.6144  C69 1.092
75 C -0.9483 -5.2093 -4.8949  C76 1.510, H78 1.093, H79 1.092, H80 1.092
76 C -2.3353 -4.6391 -5.0688  C75 1.510, N77 1.227
77 N -3.4603 -4.1708 -5.2100  C76 1.227, N95 1.645
78 H -0.3048 -4.8861 -5.7169  C75 1.093
79 H -0.5206 -4.8637 -3.9518  C75 1.092
80 H -0.9933 -6.2999 -4.8866  C75 1.092
81 C -1.3908 -0.9589 6.1123  C82 1.503, H84 1.092, H85 1.092, H86 1.092
82 C -0.8081 0.4072 5.8793  C81 1.503, N83 1.203
83 N -0.3335 1.4974 5.6962  C82 1.203
84 H -1.7182 -1.0513 7.1500  C81 1.092
85 H -2.2475 -1.1179 5.4537  C81 1.092
86 H -0.6373 -1.7225 5.9075  C81 1.092
87 C 5.6340 5.0684 -3.4788  C88 1.506, H90 1.092, H91 1.092, H92 1.092
88 C 5.6462 5.3219 -1.9940  C87 1.506, N89 1.202
89 N 5.6560 5.5233 -0.8088  C88 1.202
90 H 6.6517 4.8945 -3.8346  C87 1.092
91 H 5.0240 4.1902 -3.7009  C87 1.092
92 H 5.2172 5.9328 -4.0000  C87 1.092
93 C -7.2768 -2.7046 -6.7280  C94 1.510, H96 1.092, H97 1.092, H98 1.093
94 C -5.9032 -3.1350 -6.2722  C93 1.510, N95 1.226
95 N -4.7921 -3.4845 -5.8897  N77 1.645, C94 1.226
96 H -7.3107 -1.6180 -6.8302  C93 1.092
97 H -7.5078 -3.1600 -7.6930  C93 1.092
98 H -8.0279 -3.0173 -5.9982  C93 1.093
99 C 0.2872 9.8877 -1.6409  C100 1.506, H102 1.092, H103 1.092, H104 1.092
100 C 1.4674 10.0743 -0.7242  C99 1.506, N101 1.202
101 N 2.4088 10.2232 0.0081  C100 1.202
102 H -0.6331 9.8347 -1.0556  C99 1.092
103 H 0.2199 10.7274 -2.3358  C99 1.092
104 H 0.4013 8.9625 -2.2096  C99 1.092
105 C 2.9939 0.4916 7.1015  C106 1.507, H108 1.092, H109 1.092, H110 1.092
106 C 2.3456 -0.8558 7.2849  C105 1.507, N107 1.206
107 N 1.8321 -1.9363 7.4339  C106 1.206
108 H 2.6976 1.1600 7.9126  C105 1.092
109 H 4.0808 0.3850 7.1066  C105 1.092
110 H 2.6827 0.9272 6.1496  C105 1.092
111 C -8.0768 0.0479 0.5732  C112 1.506, H114 1.092, H115 1.092, H116 1.092
112 C -6.9084 0.2419 1.5041  C111 1.506, N113 1.202
113 N -5.9739 0.3968 2.2447  C112 1.202
114 H -9.0035 -0.0177 1.1468  C111 1.092
115 H -8.1452 0.8900 -0.1185  C111 1.092
116 H -7.9465 -0.8730 0.0010  C111 1.092
117 C -8.1511 -2.1492 -3.0892  C118 1.507, H120 1.092, H121 1.092, H122 1.092
118 C -9.4006 -1.5078 -2.5435  C117 1.507, N119 1.203
119 N -10.3962 -0.9946 -2.1056  C118 1.203
120 H -8.4046 -2.8109 -3.9195  C117 1.092
121 H -7.4625 -1.3796 -3.4446  C117 1.092
122 H -7.6601 -2.7323 -2.3069  C117 1.092
123 C 7.2319 -2.6864 -0.6092  C124 1.507, H126 1.092, H127 1.092, H128 1.092
124 C 7.0050 -1.4040 -1.3672  C123 1.507, N125 1.203
125 N 6.8239 -0.3805 -1.9723  C124 1.203
126 H 8.0310 -3.2613 -1.0820  C123 1.092
127 H 7.5156 -2.4642 0.4216  C123 1.092
128 H 6.3175 -3.2839 -0.6057  C123 1.092
129 C 4.4401 -4.0038 8.4486  C130 1.507, H132 1.092, H133 1.092, H134 1.092
130 C 5.8154 -4.4316 8.8914  C129 1.507, N131 1.203
131 N 6.9131 -4.7729 9.2447  C130 1.203
132 H 4.4040 -2.9177 8.3438  C129 1.092
133 H 4.1995 -4.4622 7.4873  C129 1.092
134 H 3.6981 -4.3148 9.1868  C129 1.092
135 C 0.5821 -7.4007 -8.2964  C136 1.507, H138 1.092, H139 1.092, H140 1.092
136 C 1.1306 -7.1561 -6.9147  C135 1.507, N137 1.203
137 N 1.5682 -6.9608 -5.8118  C136 1.203
138 H -0.4243 -7.8192 -8.2282  C135 1.092
139 H 0.5403 -6.4613 -8.8515  C135 1.092
140 H 1.2242 -8.1029 -8.8323  C135 1.092